(1)
Entry from the Open Molecules 2025 dataset: a structure of composition C31H29Zr in a non-equilibrium geometry (wB97M-V/def2-TZVPD).

Positions of all 61 atoms, in Å:
C  -3.70  -2.01  2.08
Zr  -0.68  -0.12  0.97
C  -0.69  -0.85  -1.15
C  0.55  -0.60  3.12
C  0.10  -1.89  2.67
C  0.75  -2.16  1.43
C  1.43  -0.96  1.00
C  1.33  -0.01  2.07
C  -2.22  1.87  1.96
C  -2.63  1.74  0.60
C  -1.49  1.93  -0.23
C  -0.33  2.10  0.61
C  -0.82  2.17  1.97
H  -3.48  -1.54  3.10
H  -4.18  -1.36  1.23
H  -2.96  -2.90  1.72
H  0.12  -0.43  -1.73
H  -0.58  -1.94  -1.25
H  -1.60  -0.60  -1.70
H  0.30  -0.16  4.09
H  -0.54  -2.58  3.22
H  0.70  -3.11  0.89
H  2.02  -0.86  0.08
H  1.94  0.90  2.18
H  -2.89  1.78  2.82
H  -3.67  1.64  0.28
H  -1.52  1.91  -1.33
H  0.67  2.38  0.26
H  -0.25  2.48  2.85
C  -4.99  -2.79  2.51
C  -5.84  -1.69  2.88
C  -5.46  -0.94  4.02
C  -6.22  0.13  4.46
C  -7.39  0.50  3.79
C  -7.82  -0.28  2.70
C  -7.08  -1.36  2.26
C  -5.22  -3.52  1.21
C  -4.91  -4.92  1.44
C  -5.02  -5.81  0.43
C  -5.57  -5.39  -0.81
C  -5.96  -4.08  -1.00
C  -5.79  -3.10  0.02
C  -4.53  -5.11  2.82
C  -4.59  -3.82  3.52
C  -4.61  -3.83  4.92
C  -4.34  -5.08  5.57
C  -4.12  -6.25  4.89
C  -4.20  -6.26  3.49
H  -4.51  -1.20  4.52
H  -5.85  0.70  5.31
H  -7.95  1.35  4.09
H  -8.71  0.00  2.17
H  -7.46  -2.00  1.43
H  -4.62  -6.81  0.58
H  -5.68  -6.11  -1.62
H  -6.37  -3.75  -1.93
H  -6.12  -2.07  -0.12
H  -4.85  -2.95  5.50
H  -4.29  -5.06  6.66
H  -3.88  -7.16  5.42
H  -3.97  -7.12  2.90

## Properties
**Energy above the lowest of the compared OMol25 structures with the same formula, charge and spin**: 49.18 kcal per mole
**HOMO level**: -0.5 eV
**Charge**: -1

***

(2)
Entry from the Open Molecules 2025 dataset: a cluster of 2 separate species, C31H30BF5O2S in total in a non-equilibrium geometry (wB97M-V/def2-TZVPD).

Positions of all 70 atoms, in Å:
C  7.72  1.48  -0.75
C  6.74  0.89  0.19
C  6.98  0.25  1.38
C  5.78  -0.13  2.07
C  4.63  0.27  1.41
B  3.11  0.43  2.04
C  2.45  -1.07  1.80
C  2.34  -2.03  2.80
C  2.02  -3.36  2.47
C  1.81  -3.70  1.14
C  1.71  -5.14  0.70
F  0.50  -5.42  0.12
F  2.68  -5.41  -0.24
F  1.88  -6.02  1.73
C  1.72  -2.71  0.17
C  2.02  -1.39  0.52
O  3.54  0.88  3.34
C  2.95  2.16  3.56
C  1.74  1.91  4.41
C  3.89  3.09  4.30
C  2.60  2.67  2.07
C  1.35  3.55  2.02
C  3.78  3.37  1.44
O  2.36  1.45  1.35
S  5.02  0.93  -0.14
H  8.70  1.36  -0.30
H  7.70  0.93  -1.69
H  7.51  2.54  -0.95
H  7.98  0.06  1.73
H  5.82  -0.66  3.02
H  2.52  -1.78  3.85
H  1.98  -4.12  3.25
H  1.48  -2.96  -0.86
H  1.99  -0.64  -0.27
H  1.12  2.80  4.56
H  1.13  1.13  3.91
H  2.04  1.48  5.37
H  3.42  4.08  4.38
H  4.08  2.72  5.31
H  4.85  3.19  3.78
H  1.34  4.26  2.87
H  1.34  4.15  1.10
H  0.43  2.95  2.04
H  3.94  4.36  1.88
H  4.67  2.76  1.58
H  3.60  3.49  0.36
F  -1.42  -2.79  7.72
C  -1.01  -2.10  6.62
C  -0.70  -2.81  5.46
C  -0.42  -2.07  4.32
C  -0.44  -0.64  4.33
C  -0.31  0.12  3.11
C  -1.23  1.16  2.74
C  -1.67  1.28  1.39
C  -2.53  2.30  1.01
C  -2.90  3.25  1.97
F  -3.71  4.29  1.60
C  -2.48  3.20  3.30
C  -1.71  2.11  3.68
C  -0.57  0.00  5.59
C  -0.90  -0.71  6.73
H  -0.69  -3.89  5.46
H  -0.16  -2.58  3.39
H  0.25  -0.33  2.30
H  -1.32  0.54  0.67
H  -2.89  2.39  -0.02
H  -2.77  3.95  4.03
H  -1.50  2.00  4.74
H  -0.39  1.07  5.69
H  -1.06  -0.19  7.67

## Properties
**Energy above the lowest of the compared OMol25 structures with the same formula, charge and spin**: 94.36 kcal per mole
**HOMO level**: -6.7 eV

***

(3)
Entry from the Open Molecules 2025 dataset: a structure of composition C31H30Cl2N7OSSiTl (wB97M-V/def2-TZVPD).

Positions of all 74 atoms, in Å:
Tl  0.71  -0.14  0.21
N  -0.54  -4.52  -0.87
C  -0.32  -3.20  -0.69
S  1.21  -2.76  -0.03
N  -1.32  -2.43  -1.05
N  -1.19  -1.11  -0.93
C  -2.12  -0.34  -1.36
C  -3.39  -0.88  -1.92
C  -3.76  -0.60  -3.23
C  -4.94  -1.12  -3.75
C  -5.76  -1.90  -2.95
C  -5.40  -2.16  -1.63
C  -4.22  -1.66  -1.12
C  -1.88  1.11  -1.33
C  -2.90  2.03  -1.53
C  -2.60  3.38  -1.50
C  -1.29  3.78  -1.27
C  -0.34  2.81  -1.06
N  -0.63  1.51  -1.10
H  0.22  -5.17  -0.74
H  -1.36  -4.80  -1.38
H  -3.11  0.01  -3.85
H  -5.21  -0.91  -4.77
H  -6.69  -2.29  -3.35
H  -6.05  -2.77  -1.01
H  -3.93  -1.88  -0.10
H  -3.91  1.69  -1.69
H  -3.39  4.12  -1.64
H  -1.03  4.83  -1.24
H  0.69  3.05  -0.85
C  2.73  -0.60  3.60
C  3.52  -0.18  2.39
C  4.88  0.02  2.43
C  5.52  0.44  1.26
C  4.81  0.63  0.10
C  3.42  0.39  0.11
N  2.83  0.00  1.26
N  2.57  0.49  -0.93
Si  2.86  0.50  -2.64
C  3.00  2.25  -3.31
C  4.41  -0.46  -3.12
C  1.34  -0.36  -3.37
H  3.39  -0.86  4.42
H  2.10  -1.45  3.36
H  2.08  0.22  3.92
H  5.44  -0.13  3.34
H  6.59  0.62  1.26
H  5.28  0.97  -0.81
H  3.82  2.79  -2.83
H  2.08  2.82  -3.15
H  3.20  2.24  -4.39
H  5.32  0.13  -2.98
H  4.37  -0.74  -4.18
H  4.51  -1.37  -2.53
H  0.43  0.18  -3.09
H  1.27  -1.38  -2.97
H  1.38  -0.43  -4.46
Cl  0.01  4.23  3.04
C  -0.49  2.65  3.53
C  -1.07  2.49  4.79
C  -1.49  1.25  5.20
Cl  -2.20  1.07  6.78
C  -1.36  0.13  4.36
C  -1.80  -1.17  4.68
C  -1.64  -2.19  3.78
C  -1.03  -1.92  2.55
N  -0.60  -0.72  2.23
C  -0.76  0.31  3.08
C  -0.28  1.60  2.63
O  0.27  1.75  1.49
H  -1.19  3.34  5.43
H  -2.26  -1.35  5.64
H  -1.97  -3.19  4.00
H  -0.87  -2.71  1.82

## Properties
**HOMO level**: -7.3 eV

***

(4)
Entry from the Open Molecules 2025 dataset: a structure of composition C31H30IMoN3OP in a non-equilibrium geometry (wB97M-V/def2-TZVPD).

Positions of all 68 atoms, in Å:
Mo  -0.43  0.41  -0.65
C  1.73  -5.30  -2.16
C  1.55  -4.35  -3.15
C  0.71  -3.29  -2.88
C  0.13  -3.09  -1.61
C  0.36  -4.03  -0.54
C  1.13  -5.11  -0.89
P  -1.03  -1.81  -1.35
C  -1.13  -0.46  -2.56
C  -2.17  0.42  -2.17
C  -1.88  1.76  -1.89
C  -0.56  2.19  -2.18
C  0.38  1.41  -2.87
C  0.17  0.02  -2.99
C  -2.50  -2.17  -0.45
C  -3.25  -3.32  -0.71
C  -4.29  -3.65  0.13
C  -4.58  -2.74  1.18
C  -3.79  -1.57  1.42
C  -4.04  -0.78  2.58
C  -3.24  0.27  2.83
C  -2.24  0.60  1.87
C  -1.99  -0.09  0.73
C  -2.76  -1.26  0.52
H  2.35  -6.11  -2.34
H  2.00  -4.39  -4.17
H  0.47  -2.59  -3.65
H  0.01  -3.86  0.40
H  1.40  -5.90  -0.20
H  -3.14  -0.01  -1.88
H  -2.61  2.40  -1.53
H  -0.18  3.19  -2.03
H  1.35  1.84  -3.18
H  0.93  -0.69  -3.29
H  -2.93  -4.05  -1.50
H  -4.94  -4.57  0.06
H  -5.43  -2.98  1.80
H  -4.74  -1.17  3.30
H  -3.37  0.97  3.73
H  -1.67  1.51  1.95
O  0.35  2.11  0.35
C  0.96  2.82  1.21
C  2.23  2.43  1.95
C  3.38  3.23  1.14
C  3.08  4.61  0.56
C  1.93  4.90  -0.37
C  0.57  5.04  0.34
N  0.62  4.06  1.46
H  2.46  1.40  2.05
H  2.11  2.95  2.91
H  3.66  2.64  0.33
H  4.23  3.27  1.82
H  4.00  4.84  0.05
H  3.22  5.46  1.24
H  2.01  4.07  -1.09
H  2.20  5.76  -1.03
H  -0.24  4.85  -0.36
H  0.44  6.03  0.70
H  1.13  4.46  2.26
I  4.58  -2.35  2.12
C  2.63  -1.70  1.67
C  1.47  -1.81  2.50
N  0.46  -1.19  1.86
N  0.87  -0.70  0.65
C  2.13  -1.07  0.51
H  1.36  -2.14  3.49
H  -0.34  -0.76  2.38
H  2.73  -0.89  -0.38

## Properties
**HOMO level (alpha / beta)**: -16.5 / -16.5 eV
**<S²>**: 2.029
**2S+1**: 3
**Charge**: +3